(1)
C44H55Cl2GeN4O3P2S2SeY | wB97M-V/def2-TZVPD

Last column: Löwdin charge in e.
CARTESIAN COORDINATES (ANGSTROEM)
Y (-1.1518, 0.5949, -1.6371)  1.108
N (1.2396, 0.7957, -1.3048)  -0.089
C (1.8574, 0.8981, -2.6196)  -0.211
C (1.0466, 1.9164, -3.4546)  -0.513
O (1.7398, 2.7579, -4.1045)  -0.028
N (-0.2874, 1.8810, -3.1727)  -0.123
C (-1.1241, 3.0396, -3.6052)  -0.149
C (-2.1765, 3.3960, -2.5748)  -0.629
O (-2.7874, 4.4652, -2.4743)  0.041
O (-2.4073, 2.3018, -1.9199)  -0.272
H (1.4178, 1.6941, -0.8569)  0.040
H (1.7633, 0.0357, -0.7047)  0.057
H (1.7642, -0.1470, -3.1621)  0.081
H (2.8880, 1.2512, -2.6379)  0.113
H (-1.5967, 2.8531, -4.6151)  0.129
H (-0.4692, 3.8336, -3.9460)  0.106
Cl (0.3487, -2.0937, -2.7005)  0.721
C (-0.9681, -3.2564, -2.8250)  -0.656
C (-0.7594, -4.2297, -3.7966)  -0.152
C (-1.5550, -5.3443, -3.8381)  -0.060
C (-2.7090, -5.3040, -2.9957)  -0.103
C (-2.9171, -4.3220, -2.0331)  -0.687
Cl (-4.1503, -4.6665, -0.8453)  0.656
C (-2.0040, -3.2433, -1.9029)  -0.717
S (-2.2849, -1.9638, -0.7172)  0.515
H (0.0876, -4.2100, -4.4813)  0.111
H (-1.4531, -6.0800, -4.6012)  0.097
H (-3.4566, -6.0408, -2.9497)  0.074
C (2.5702, 0.1283, 3.6303)  -0.311
C (1.7363, -0.9319, 2.9999)  -0.378
P (2.2504, -1.5082, 1.3345)  1.089
C (3.9454, -2.0835, 1.6506)  -0.403
C (4.3170, -3.3485, 1.9616)  -0.101
C (5.6790, -3.6378, 1.9965)  -0.091
C (6.6476, -2.6434, 1.8688)  -0.065
C (6.2171, -1.2726, 1.6604)  -0.047
C (4.8576, -1.0416, 1.5161)  -0.150
C (1.3340, -3.0769, 1.0820)  -0.364
C (0.1714, -3.4461, 1.7505)  -0.126
C (-0.5921, -4.5103, 1.2889)  -0.105
C (-0.2683, -5.1655, 0.1402)  -0.103
C (0.9293, -4.9035, -0.5122)  -0.080
C (1.7446, -3.9009, -0.0075)  -0.120
C (2.1768, 1.4961, 3.0839)  -0.342
P (3.3472, 2.2985, 1.8406)  1.061
C (2.2503, 3.2255, 0.7984)  -0.442
C (0.9775, 3.6437, 1.1810)  -0.152
C (0.1570, 4.3098, 0.2989)  -0.079
C (0.5888, 4.5814, -1.0298)  -0.031
C (1.9188, 4.2282, -1.4045)  -0.065
C (2.7382, 3.5740, -0.4892)  -0.123
C (4.0975, 3.5357, 2.9054)  -0.362
C (4.4846, 4.8385, 2.4989)  -0.084
C (5.3718, 5.5932, 3.2612)  -0.093
C (5.8364, 5.1182, 4.4906)  -0.102
C (5.3337, 3.9370, 5.0083)  -0.091
C (4.5146, 3.1413, 4.2099)  -0.100
H (3.6086, -0.1105, 3.4724)  0.078
H (2.4030, 0.1211, 4.6823)  0.102
H (0.6825, -0.6923, 3.0044)  0.040
H (1.7377, -1.7950, 3.7003)  0.102
H (3.5298, -4.1217, 2.0905)  0.119
H (6.0302, -4.6907, 2.1044)  0.113
H (7.7099, -2.8067, 1.7557)  0.093
H (6.9551, -0.5275, 1.4341)  0.094
H (4.5293, -0.0812, 1.2112)  0.020
H (-0.1863, -2.9491, 2.6428)  0.080
H (-1.4849, -4.8473, 1.8145)  0.112
H (-0.9650, -5.9040, -0.1858)  0.101
H (1.2251, -5.4787, -1.3771)  0.109
H (2.6704, -3.7002, -0.5552)  0.111
H (2.0148, 2.3004, 3.8507)  0.095
H (1.2204, 1.3613, 2.5628)  0.000
H (0.5906, 3.4856, 2.2031)  0.102
H (-0.8828, 4.5652, 0.5710)  0.119
H (-0.0976, 5.0779, -1.6901)  0.098
H (2.1732, 4.4986, -2.3860)  0.085
H (3.7679, 3.2642, -0.7598)  0.115
H (4.0751, 5.2561, 1.5905)  0.095
H (5.7547, 6.5006, 2.7846)  0.106
H (6.4691, 5.7993, 5.0967)  0.110
H (5.6461, 3.4895, 5.9460)  0.103
H (4.2020, 2.2554, 4.6465)  0.066
C (-3.4961, -0.0275, 4.3085)  -0.063
N (-2.6920, 0.7199, 3.3520)  -0.026
C (-2.0138, 0.1409, 2.4360)  -0.843
N (-1.9316, -1.2339, 2.4646)  0.103
S (-1.1026, 1.0236, 1.2871)  0.649
H (-4.1630, 0.5300, 4.9573)  0.089
H (-2.7920, -0.6772, 4.9405)  0.114
H (-4.1490, -0.8091, 3.8884)  0.089
H (-2.8076, 1.7219, 3.2352)  0.144
H (-2.4760, -1.7970, 3.1396)  0.109
H (-1.5774, -1.7145, 1.6606)  -0.027
C (-4.8629, 0.6364, -0.3850)  -0.224
Ge (-5.7609, 0.2034, -2.0419)  0.723
C (-6.1977, 1.8029, -3.0551)  -0.228
C (-7.4594, -0.7616, -1.5641)  -0.206
C (-4.7323, -0.8020, -3.3101)  -0.600
Se (-3.1899, 0.0930, -4.1023)  0.895
C (-2.8329, -1.2179, -5.4948)  -0.371
H (-5.6346, 0.8088, 0.3400)  0.012
H (-4.2325, 1.5279, -0.5068)  0.013
H (-4.2577, -0.1166, 0.0308)  -0.056
H (-7.1271, 2.3140, -2.5958)  0.048
H (-6.4739, 1.4971, -4.0879)  0.028
H (-5.4138, 2.5775, -2.9958)  0.021
H (-8.1895, 0.0922, -1.2010)  0.063
H (-7.3491, -1.4904, -0.7752)  -0.002
H (-7.7935, -1.3085, -2.4201)  -0.010
H (-5.4662, -0.9329, -4.1169)  0.027
H (-4.3154, -1.7395, -2.9694)  -0.014
H (-3.7226, -1.4358, -6.0558)  0.019
H (-2.3542, -2.1072, -4.9877)  0.022
H (-2.0395, -0.7798, -6.1230)  0.029

Values from the calculation:
- Spin multiplicity: 1
- Energy: -246825.6535 eV
- Lowest unoccupied orbital energy: -0.0024 Ha
- Largest force on an atom: 4.673 eV Å⁻¹
- Total charge: 0
- Energy above the lowest of the compared OMol25 structures with the same formula, charge and spin: 48.2 kJ/mol
- HOMO: -7.896 eV

=====

(2)
C44H55ClN5O2SbSi3Sn | wB97M-V/def2-TZVPD

Last column: Löwdin charge in e.
CARTESIAN COORDINATES (ANGSTROEM)
Sn (0.2216, 0.5989, -0.3436)  1.394
C (3.4001, 0.4793, -1.3380)  -0.045
C (2.9156, 1.8529, -1.6688)  -0.316
C (3.7956, 2.7269, -2.3014)  0.008
C (3.3921, 4.0098, -2.5888)  -0.013
C (2.1019, 4.3867, -2.2372)  -0.120
C (1.2520, 3.4854, -1.6150)  -0.442
N (1.6695, 2.2271, -1.3336)  -0.087
Sb (-0.7010, 4.3821, -1.2686)  1.564
C (-0.9908, 3.9274, 0.8054)  -0.461
C (-1.5945, 4.9566, 1.5120)  -0.126
C (-1.8334, 4.7943, 2.8708)  -0.031
C (-1.4613, 3.6072, 3.4585)  -0.002
C (-0.8608, 2.6127, 2.6866)  -0.320
C (-0.4758, 1.3228, 3.3473)  -0.026
N (-0.6170, 2.7734, 1.3802)  0.017
C (-1.9362, 2.9025, -2.2238)  -0.491
C (-2.3765, 3.2622, -3.4899)  -0.134
C (-3.2723, 2.4290, -4.1462)  -0.036
C (-3.7354, 1.3122, -3.4829)  -0.001
C (-3.2753, 1.0352, -2.1945)  -0.316
C (-3.8790, -0.0890, -1.4092)  -0.034
N (-2.3505, 1.7960, -1.5945)  0.034
H (3.9895, 0.0864, -2.1655)  0.095
H (2.5967, -0.2304, -1.1428)  0.004
H (4.0414, 0.5082, -0.4550)  0.092
H (4.7875, 2.3782, -2.5539)  0.132
H (4.0598, 4.7084, -3.0751)  0.127
H (1.7566, 5.3898, -2.4494)  0.085
H (-1.8711, 5.8775, 1.0139)  0.089
H (-2.3033, 5.5793, 3.4486)  0.123
H (-1.6404, 3.4243, 4.5097)  0.129
H (-1.2134, 1.0543, 4.1040)  0.100
H (0.4883, 1.4244, 3.8503)  0.091
H (-0.4153, 0.5129, 2.6216)  0.033
H (-2.0450, 4.1848, -3.9503)  0.093
H (-3.6264, 2.6705, -5.1396)  0.121
H (-4.4664, 0.6589, -3.9394)  0.124
H (-4.2745, -0.8650, -2.0625)  0.092
H (-4.7069, 0.2965, -0.8075)  0.096
H (-3.1573, -0.5292, -0.7264)  0.043
C (-2.0505, -4.3577, 2.4652)  -0.126
Si (-0.9642, -2.8618, 2.3986)  0.511
C (0.1803, -3.2914, 0.9026)  -0.161
C (0.1460, -2.5182, 3.8452)  -0.133
C (1.1510, -2.1700, -0.4155)  -0.382
Si (2.8963, -2.9643, -0.3680)  0.450
C (4.0790, -2.2742, 0.9046)  -0.167
C (2.9083, -4.8183, -0.0647)  -0.168
C (3.6514, -2.6615, -2.0722)  -0.166
Si (0.1893, -2.6875, -1.9388)  0.468
C (0.5913, -4.3704, -2.6342)  -0.159
C (-1.6730, -2.6001, -1.7313)  -0.133
C (0.5737, -1.3556, -3.2378)  -0.306
C (0.8584, -1.6503, -4.5655)  -0.048
C (0.9139, -0.6370, -5.5113)  -0.024
C (0.6573, 0.6609, -5.1045)  -0.025
C (0.4012, 0.8917, -3.7645)  -0.140
N (0.3773, -0.0760, -2.8444)  -0.037
H (-2.5439, -4.4468, 3.4305)  0.050
H (-1.4740, -5.2673, 2.2836)  0.052
H (-2.8210, -4.2961, 1.6927)  0.056
H (1.0224, -3.8486, 1.2872)  0.045
H (0.4691, -2.0810, 0.5748)  -0.044
H (-0.3729, -3.9082, 0.2020)  0.050
H (-0.2026, -3.0780, 4.7131)  0.060
H (0.1208, -1.4623, 4.1216)  0.030
H (1.1837, -2.7954, 3.6536)  0.017
H (3.7919, -2.4937, 1.9331)  0.019
H (4.2666, -1.2049, 0.8130)  0.012
H (5.0311, -2.7860, 0.7350)  0.055
H (2.8519, -5.0800, 0.9935)  0.040
H (3.8767, -5.1858, -0.4148)  0.051
H (2.1392, -5.3751, -0.5975)  0.026
H (3.0081, -2.1479, -2.7857)  0.010
H (3.9346, -3.6164, -2.5177)  0.046
H (4.5684, -2.0767, -1.9735)  0.037
H (0.2242, -5.1514, -1.9644)  0.046
H (1.6456, -4.5570, -2.8266)  0.032
H (0.0452, -4.4956, -3.5732)  0.049
H (-2.0359, -2.5602, -0.7025)  0.027
H (-2.1192, -3.4782, -2.2038)  0.057
H (-2.0589, -1.7243, -2.2509)  0.018
H (1.0331, -2.6769, -4.8587)  0.110
H (1.1406, -0.8589, -6.5455)  0.123
H (0.6586, 1.4859, -5.8027)  0.117
H (0.2026, 1.8981, -3.4171)  0.080
Cl (3.3417, -0.9403, 4.5576)  0.763
C (3.0826, 0.3177, 3.4126)  -0.636
C (3.6314, 1.5722, 3.6108)  -0.048
C (3.3510, 2.5603, 2.6809)  -0.011
C (2.5507, 2.2569, 1.5963)  -0.131
N (2.0414, 1.0363, 1.3930)  -0.037
C (2.2964, 0.0867, 2.2922)  -0.203
H (4.2480, 1.7678, 4.4776)  0.126
H (3.7419, 3.5606, 2.7998)  0.123
H (2.2976, 3.0155, 0.8705)  0.101
H (1.8498, -0.8851, 2.1300)  0.090
O (-2.7842, -1.8786, 3.7627)  0.093
C (-2.6843, -1.1201, 2.8208)  -0.480
O (-1.7801, -1.4349, 1.8573)  -0.109
C (-3.5158, 0.0837, 2.6401)  -0.138
C (-4.4957, 0.3325, 3.6019)  0.009
C (-5.3067, 1.4472, 3.4828)  -0.044
C (-5.1463, 2.3080, 2.4024)  -0.049
C (-4.1642, 2.0653, 1.4526)  -0.072
C (-3.3387, 0.9606, 1.5779)  -0.066
H (-4.6176, -0.3602, 4.4232)  0.128
H (-6.0729, 1.6387, 4.2213)  0.115
H (-5.7926, 3.1707, 2.3038)  0.115
H (-4.0346, 2.7378, 0.6147)  0.105
H (-2.5598, 0.7898, 0.8493)  0.045

Values from the calculation:
- Spin multiplicity: 1
- Energy: -106580.4571 eV
- Lowest unoccupied orbital energy: -0.1787 Ha
- Largest force on an atom: 0.921 eV Å⁻¹
- Total charge: +2
- Energy above the lowest of the compared OMol25 structures with the same formula, charge and spin: 0.0 kJ/mol
- HOMO: -12.994 eV

=====

> Which of these has the lowest total charge?

C44H55Cl2GeN4O3P2S2SeY

=====

> Among the records above, which one has the lowest total charge?

C44H55Cl2GeN4O3P2S2SeY